{
  "formula": "C4H7ClN2S",
  "method": "wB97M-V/def2-TZVPD",
  "homo_lumo_gap_ev": 8.97,
  "charge": 0,
  "lumo_ev": 0.8,
  "smiles": "CS/N=C\\N/C=C\\Cl",
  "relative_energy_ev": 1.064,
  "energy_ha": -1124.4640,
  "elements": ["C", "C", "C", "C", "H", "H", "H", "H", "H", "H", "H", "N", "N", "S", "Cl"],
  "positions_angstrom": [[-2.135, 2.352, 1.525], [-0.011, -0.656, 0.707], [1.443, -1.579, -0.911], [2.197, -1.696, -2.010], [-2.983, 1.919, 2.064], [-2.532, 3.261, 1.117], [-1.311, 2.551, 2.282], [0.399, -1.448, 1.297], [0.147, -0.036, -1.271], [1.795, -2.268, -0.130], [3.008, -2.417, -2.160], [-0.938, 0.039, 1.216], [0.553, -0.628, -0.539], [-1.593, 1.301, 0.217], [1.963, -0.695, -3.404]]
}